Entry from OMol25: 2 unconnected molecules or ions with the total composition C4H10O2 (wB97M-V/def2-TZVPD).

The geometry in XYZ format:
```
16
Properties=species:S:1:pos:R:3:forces:R:3:lowdin_charge:R:1
C 2.257761 0.109240 0.600096 0.2118 -0.0278 0.1999 -0.11
O 2.256003 -0.394266 -0.672563 -0.1303 -0.0232 -0.0881 -0.15
C 1.163343 -0.986466 -1.039588 0.0547 -0.1143 -0.0194 -0.03
C -0.300280 0.690924 -0.156922 0.0111 0.2318 -0.0884 -0.19
O -1.145306 -0.358883 0.260738 0.0488 -0.0314 -0.0120 -0.27
C -2.484135 0.041526 0.391973 -0.3524 0.0610 0.0669 -0.13
H 3.169211 0.674881 0.780197 -0.1337 -0.0827 -0.0198 0.08
H 0.931709 0.631231 0.346432 -0.0997 -0.0370 -0.0435 0.06
H 2.017968 -0.632370 1.368188 0.0011 0.1162 -0.1075 0.09
H 1.094091 -1.187290 -2.104012 0.0005 0.0512 0.1271 0.10
H 0.595652 -1.578581 -0.326409 0.0933 0.1060 -0.0757 0.09
H -0.514156 1.587702 0.454792 0.0428 -0.1208 -0.0604 0.09
H -0.490111 0.984284 -1.198992 0.0405 -0.0717 0.1433 0.09
H -2.595322 0.844549 1.137925 0.0515 -0.1097 -0.1049 0.09
H -2.898040 0.401945 -0.563429 0.0994 -0.0648 0.1287 0.09
H -3.058384 -0.828423 0.721581 0.0605 0.1172 -0.0462 0.09
```
Forces are in eV/Å.

Values from the calculation:
electronic energy	-8399.6000	eV
relative energy (zero: lowest compared OMol25 entry of this formula, charge and spin)	137.1	kcal per mole
total charge	0
gap between HOMO and LUMO (spin up / spin down)	8.35 / 8.35	eV

Entry from OMol25: 2 unconnected molecules or ions with the total composition C4H10O2 (wB97M-V/def2-TZVPD).

The geometry in XYZ format:
```
16
Properties=species:S:1:pos:R:3:forces:R:3:lowdin_charge:R:1
C 0.241131 1.597121 0.317968 -0.0195 0.0607 -0.0463 -0.08
C 0.555165 0.324982 -0.473137 0.1041 -0.0412 -0.0421 -0.40
C 1.202225 -0.750041 0.398456 0.0861 -0.0965 0.0106 -0.07
C -0.607996 -0.135187 -1.309826 -0.0783 -0.3290 -0.0794 -0.25
O -0.893880 -1.287803 -1.559917 0.1192 0.5051 0.0854 0.03
H -0.101785 2.407564 -0.333485 0.0390 -0.0764 0.0762 0.08
H -0.537388 1.398073 1.063102 0.1615 -0.0128 -0.1467 0.08
H 1.143763 1.937116 0.838457 -0.1739 -0.0213 -0.1107 0.08
H 1.248948 0.581231 -1.292401 0.1374 0.1278 0.1567 0.15
H 2.286405 -0.610054 0.425216 -0.1099 -0.0309 0.0187 0.08
H 0.841397 -0.687712 1.430594 -0.0164 0.0191 -0.2056 0.07
H 0.997041 -1.754859 0.021201 0.0317 0.1098 -0.0197 0.08
H -1.185790 0.691165 -1.772701 -0.0038 -0.0448 0.0008 0.14
O -1.868461 -0.863883 1.067217 -0.0484 -0.2516 0.1010 -0.05
H -1.452674 -1.450606 1.707961 -0.0938 0.0960 0.0874 0.05
H -1.754831 -1.335671 0.230242 -0.1350 -0.0139 0.1136 0.01
```
Forces are in eV/Å.

Values from the calculation:
electronic energy	-8404.8561	eV
relative energy (zero: lowest compared OMol25 entry of this formula, charge and spin)	15.9	kcal per mole
total charge	0
gap between HOMO and LUMO	10.87	eV
SMILES	CC(C)C=O.O

Entry from OMol25: 3 unconnected molecules or ions with the total composition C4H10O2 (wB97M-V/def2-TZVPD).

The geometry in XYZ format:
```
16
Properties=species:S:1:pos:R:3:forces:R:3:lowdin_charge:R:1
C -1.140304 -2.520344 0.422465 0.0272 -0.2153 0.1884 0.00
C -1.345522 -1.215021 0.506804 -0.0463 0.1272 0.2864 -0.20
C -2.377452 -0.627272 1.361545 -0.5242 -0.4682 -0.0458 -0.21
C -2.696388 0.656119 1.390486 0.5385 0.8159 -0.6163 0.00
H -1.869869 -3.200208 0.839910 0.0699 -0.1688 0.1800 0.06
H -0.227244 -2.944988 0.029914 -0.1504 0.0193 -0.3935 0.05
H -0.635798 -0.531282 0.082902 0.2936 0.2853 -0.2476 0.09
H -2.870507 -1.341444 2.008835 0.0247 0.0567 0.3445 0.10
H -3.268968 1.198079 2.125960 -0.4919 -0.4915 0.1076 0.05
H -2.294087 1.299182 0.609851 0.2710 0.0412 0.1995 0.06
O 2.654056 0.996570 0.232107 -0.2315 -0.2376 0.4252 -0.06
H 2.021490 1.626734 -0.124330 0.1708 0.0346 -0.2022 0.03
H 3.467234 1.114892 -0.257055 0.0219 0.1657 -0.2069 0.01
O 2.881034 1.771136 -2.900762 0.0104 -0.0043 0.0813 -0.06
H 3.810811 1.920697 -2.701499 -0.0169 -0.0319 -0.1333 0.03
H 2.806875 0.831128 -3.099749 0.0332 0.0716 0.0328 0.04
```
Forces are in eV/Å.

Values from the calculation:
electronic energy	-8403.5184	eV
relative energy (zero: lowest compared OMol25 entry of this formula, charge and spin)	46.8	kcal per mole
total charge	0
gap between HOMO and LUMO	9.37	eV
SMILES	C=CC=C.O.O

Entry from OMol25: 2 unconnected molecules or ions with the total composition C4H10O2 (wB97M-V/def2-TZVPD).

The geometry in XYZ format:
```
16
Properties=species:S:1:pos:R:3:forces:R:3:lowdin_charge:R:1
C 0.834032 1.618528 1.559942 0.0299 0.0570 0.0532 -0.10
C 0.745966 0.207431 0.998799 0.0502 -0.0177 -0.0244 -0.18
C 0.067373 0.132520 -0.340009 0.0663 0.2111 -0.1636 -0.39
O -0.386606 1.102252 -0.916582 0.0661 -0.2959 0.3454 0.09
C 0.038740 -1.206405 -1.062322 0.1897 0.0500 0.1250 -0.25
O -0.681022 -1.063755 -2.246908 0.2337 0.0647 -0.2542 -0.12
H 1.416567 1.619395 2.485544 -0.0952 0.0301 -0.1115 0.07
H 1.317347 2.287430 0.842696 -0.0665 -0.0807 0.1124 0.08
H -0.158713 2.024938 1.772235 0.1351 -0.0734 -0.0440 0.08
H 1.744778 -0.217883 0.835786 -0.0399 0.0173 0.1361 0.13
H 0.241244 -0.478271 1.692245 0.0349 0.0756 -0.1325 0.13
H -0.381301 -1.987289 -0.406706 0.0232 0.2109 -0.1753 0.12
H 1.080578 -1.483857 -1.276204 -0.0240 -0.0292 0.0865 0.13
H -0.863908 -0.102332 -2.272802 -0.0873 -0.1942 -0.2453 0.08
H -2.622344 -1.097515 -0.503299 -0.2700 -0.0706 0.1454 0.08
H -2.392733 -1.355186 -1.162415 -0.2463 0.0448 0.1467 0.06
```
Forces are in eV/Å.

Values from the calculation:
electronic energy	-8403.9861	eV
relative energy (zero: lowest compared OMol25 entry of this formula, charge and spin)	36.0	kcal per mole
total charge	0
gap between HOMO and LUMO	11.23	eV
SMILES	CCC(=O)CO.[H][H]